Entry from OMol25: a structure of composition C21H23F2N8O3S2V (ωB97M-V/def2-TZVPD).

Each line ends with the Löwdin spin population.
Geometry (Å):
V (-0.75019, -0.25412, 0.36094)  0.83
N (-0.54178, 1.36546, -1.40146)  0.00
C (-1.10096, 2.58999, -0.81998)  0.00
C (-0.59993, 2.72123, 0.61266)  0.01
O (-0.30765, 3.82076, 1.08196)  0.01
N (-0.50796, 1.53023, 1.22806)  0.00
C (0.28039, 1.46479, 2.45034)  0.00
C (1.33513, 0.37381, 2.27000)  0.00
O (2.36626, 0.33821, 2.91602)  0.00
O (0.99578, -0.50620, 1.36716)  0.00
H (-0.84320, 1.21823, -2.35695)  0.00
H (0.47500, 1.42098, -1.41556)  0.00
H (-0.83922, 3.50340, -1.35909)  0.00
H (-2.19066, 2.49308, -0.79749)  0.00
H (0.74726, 2.42586, 2.66558)  0.00
H (-0.33806, 1.18390, 3.31259)  0.00
N (-2.82856, -2.20137, -2.72657)  0.01
C (-2.06944, -3.19142, -3.33564)  0.00
C (-2.67191, -4.15339, -4.14373)  0.00
C (-1.90910, -5.09303, -4.81852)  0.00
C (-0.52772, -5.09874, -4.67795)  0.00
C (0.07400, -4.16085, -3.85103)  0.00
C (-0.68100, -3.20061, -3.19148)  0.00
S (0.12691, -1.97242, -2.23801)  0.01
N (-1.12102, -1.43489, -1.20552)  0.03
C (-2.41739, -1.50786, -1.57870)  0.05
C (-3.30214, -0.81533, -0.78814)  0.01
C (-4.73090, -0.88503, -0.84266)  0.01
C (-5.48696, -0.20713, 0.04624)  -0.01
C (-4.82640, 0.57595, 1.05728)  0.02
C (-3.47734, 0.61119, 1.10001)  -0.01
N (-2.66297, -0.04153, 0.20050)  0.04
H (-3.82346, -2.32355, -2.80264)  0.00
H (-3.75148, -4.15064, -4.24744)  0.00
H (-2.39829, -5.82821, -5.44464)  0.00
H (0.07593, -5.83292, -5.19451)  0.00
H (1.14910, -4.16265, -3.71582)  0.00
H (-5.21585, -1.49963, -1.59240)  0.00
H (-6.56692, -0.26042, 0.00856)  0.00
H (-5.39537, 1.13158, 1.78976)  0.00
H (-2.95014, 1.18847, 1.84882)  0.00
C (4.02000, 0.77792, -5.33917)  0.00
C (4.47176, 1.43989, -4.03687)  0.00
C (3.90417, 0.75088, -2.83582)  0.00
N (2.73314, 0.98252, -2.36616)  0.00
N (2.38837, 0.19381, -1.29797)  0.00
C (3.33591, -0.63422, -0.96572)  0.00
N (3.23801, -1.52549, 0.04071)  0.00
S (4.74481, -0.51020, -1.98066)  0.00
H (4.38776, 1.33045, -6.20454)  0.00
H (2.93198, 0.74516, -5.38394)  0.00
H (4.39026, -0.24600, -5.40504)  0.00
H (4.13788, 2.47789, -4.00698)  0.00
H (5.56187, 1.44203, -3.97536)  0.00
H (2.47536, -1.32470, 0.70271)  0.00
H (4.08813, -1.90502, 0.41509)  0.00
F (-0.28892, -2.87282, 1.30131)  0.00
C (-1.14857, -1.83679, 1.67032)  -0.02
F (-2.41408, -2.41336, 1.62034)  0.00
H (-0.96016, -1.66864, 2.74080)  0.00

Cartesian forces (eV/Å) of the 2 atoms listed first:
-0.454 -0.684 0.098
0.587 0.234 0.301

Values from the calculation:
- molar mass (g mol⁻¹) = 588.5
- DFT total energy (a.u.) = -3418.04644
- charge = -1
- gap between HOMO and LUMO (alpha / beta) (eV) = 5.2702 / 5.2499
- LUMO energy (alpha / beta) (eV) = 2.28 / 2.28
- spin multiplicity = 2
- maximum force (eV/A) = 0.83


Entry from OMol25: an isolated molecule of C22H29N3O3 (ωB97M-V/def2-TZVPD).

Each line ends with the Mulliken charge.
Geometry (Å):
C (-1.81154, -4.35681, 0.18780)  -0.86
H (-1.70827, -4.27100, -0.89703)  0.26
O (-1.03280, -3.39569, 0.86451)  -0.46
C (-1.38564, -2.07771, 0.87353)  -0.01
C (-0.60264, -1.29681, 1.72642)  -0.15
C (-0.79465, 0.06552, 1.84388)  0.28
C (-1.84181, 0.65772, 1.15304)  -0.40
C (-2.63268, -0.09078, 0.29540)  0.76
C (-2.39377, -1.46964, 0.12172)  0.86
O (-3.18268, -2.20679, -0.75027)  -0.56
C (-3.05051, -1.86291, -2.11389)  -0.72
H (-3.36617, -0.83528, -2.30510)  0.22
H (-3.69917, -2.54915, -2.65623)  0.30
H (-2.01515, -1.99250, -2.45451)  0.27
O (-3.66283, 0.42493, -0.43085)  -0.50
C (-3.90886, 1.81326, -0.36306)  -0.90
H (-3.03483, 2.39239, -0.68158)  0.37
H (-4.20712, 2.11352, 0.64614)  0.32
H (-4.73631, 1.99135, -1.04856)  0.29
H (-2.02724, 1.70945, 1.27992)  0.33
C (0.13932, 0.87787, 2.69841)  -1.89
H (-0.24896, 1.88944, 2.81481)  0.43
C (1.55788, 0.92100, 2.10704)  0.26
H (2.27962, 1.11554, 2.90383)  0.54
H (1.79209, -0.05317, 1.67921)  -0.21
C (1.77171, 2.00527, 1.03831)  -1.33
N (0.76383, 2.05439, 0.01687)  0.37
C (-0.25461, 2.96997, -0.06058)  0.03
N (-0.90720, 2.99807, -1.16337)  -0.88
C (-0.32745, 1.99757, -2.03202)  -0.45
H (-1.04610, 1.18176, -2.17216)  0.16
H (-0.11626, 2.43510, -3.01043)  0.37
C (0.94916, 1.49306, -1.31339)  0.08
C (1.06211, -0.03287, -1.36455)  0.36
C (2.38117, -0.60408, -0.91724)  -0.09
C (3.59369, -0.08179, -1.35348)  -0.52
C (4.79409, -0.62857, -0.93516)  -0.69
C (4.80429, -1.71955, -0.08363)  -0.56
C (3.60411, -2.26826, 0.33308)  -0.74
C (2.40494, -1.71574, -0.08185)  -0.16
H (1.47356, -2.15874, 0.23817)  0.63
H (3.59931, -3.13067, 0.98353)  0.44
H (5.74158, -2.14503, 0.24318)  0.39
H (5.72541, -0.20358, -1.28120)  0.41
H (3.60879, 0.75639, -2.03561)  0.39
H (0.90294, -0.32425, -2.40862)  0.52
H (0.25534, -0.46119, -0.76720)  -0.73
H (1.84664, 1.94186, -1.76794)  0.22
N (-0.60985, 3.74823, 1.01606)  -0.19
H (0.14993, 4.06894, 1.59751)  0.24
H (-1.24836, 4.48236, 0.74846)  0.35
H (1.82490, 2.98186, 1.53610)  0.56
H (2.74256, 1.82898, 0.55999)  0.41
H (0.19744, 0.41748, 3.68757)  0.51
H (0.16915, -1.79813, 2.28964)  0.40
H (-1.41563, -5.32070, 0.50989)  0.31
H (-2.86652, -4.28194, 0.45546)  0.33

Cartesian forces (eV/Å) of the 2 atoms listed first:
-0.210 -0.390 -0.144
-0.037 -0.002 0.073

Values from the calculation:
- molar mass (g mol⁻¹) = 383.5
- DFT total energy (a.u.) = -1245.68287
- gap between HOMO and LUMO (eV) = 8.6577
- LUMO energy (eV) = 0.78
- maximum force (eV/A) = 0.70


Entry from OMol25: an isolated molecule of C4H6N2OS (ωB97M-V/def2-TZVPD).

Each line ends with the Mulliken charge.
Geometry (Å):
C (1.33454, -1.57532, 0.10981)  0.03
C (0.23058, 0.70523, -0.01097)  0.61
C (-0.84535, 1.43695, -0.72186)  -0.27
C (-1.99005, 0.92644, -1.12885)  -0.67
H (0.79919, 0.08403, 2.46479)  0.16
H (1.72573, -2.17510, -0.72387)  0.31
H (-0.07077, -0.94813, -1.23088)  0.31
H (-0.64484, 2.50718, -0.78600)  0.32
H (-2.20681, -0.14315, -0.84735)  0.27
H (-2.75461, 1.53434, -1.60634)  0.27
N (1.79055, -1.84264, 1.28237)  -0.37
N (0.32092, -0.63175, -0.34234)  -0.24
O (0.96169, 1.25995, 0.79339)  -0.61
S (1.34922, -1.13803, 2.74810)  -0.11

Cartesian forces (eV/Å) of the 2 atoms listed first:
0.025 0.267 0.984
0.140 -0.136 0.173

Values from the calculation:
- molar mass (g mol⁻¹) = 130.2
- DFT total energy (a.u.) = -738.91066
- gap between HOMO and LUMO (eV) = 8.8385
- LUMO energy (eV) = 0.19
- maximum force (eV/A) = 2.05


Entry from OMol25: a structure of composition C22H14BeBr4CaCl4F16MgO15S (ωB97M-V/def2-TZVPD).

Each line ends with the Mulliken charge.
Geometry (Å):
O (-1.06172, 1.70709, 0.54382)  -0.55
C (-1.52880, 2.23113, -0.45275)  0.54
O (-1.35170, 3.53754, -0.62390)  -0.32
C (-0.31343, 3.82520, -1.59274)  -0.92
C (0.97186, 3.23706, -1.07662)  -0.55
C (1.80317, 4.13706, -0.20584)  1.18
F (1.41974, 3.89381, 1.11748)  -0.15
F (1.53304, 5.42495, -0.36572)  -0.31
C (3.34651, 4.00266, -0.29856)  0.43
F (3.70324, 4.79982, 0.76931)  -0.25
F (3.81084, 4.56282, -1.40653)  -0.25
C (3.92594, 2.55735, -0.08868)  0.67
F (3.36440, 1.89157, 0.93725)  -0.14
F (5.20877, 2.68738, 0.20762)  -0.30
C (3.82417, 1.57918, -1.30443)  0.54
F (3.93061, 2.16328, -2.48982)  -0.26
F (2.71176, 0.84120, -1.26464)  -0.28
F (4.82625, 0.72391, -1.19585)  -0.24
O (-2.15571, 1.59262, -1.42992)  -0.15
C (-2.76824, 0.38938, -1.05043)  0.49
F (-3.49543, 0.53576, 0.03946)  -0.25
F (-1.87534, -0.56806, -0.81321)  -0.27
C (-3.72838, -0.13277, -2.16616)  0.77
F (-4.82736, 0.61169, -2.17447)  -0.28
F (-4.04667, -1.35745, -1.77393)  -0.23
C (-3.08004, -0.20604, -3.58850)  0.75
F (-1.75272, -0.23801, -3.55101)  -0.24
F (-3.48014, -1.33611, -4.16267)  -0.25
F (-3.52236, 0.78060, -4.35177)  -0.25
H (-0.32052, 4.88613, -1.79877)  0.43
H (-0.53095, 3.34057, -2.54414)  0.37
H (0.80922, 2.29934, -0.51653)  0.27
H (1.58122, 2.96173, -1.93604)  0.30
Ca (0.79393, 2.19671, 2.10238)  0.91
C (-5.53866, -3.50997, -0.04732)  -0.81
C (-6.80697, -4.24190, 0.31827)  0.64
O (-7.10157, -5.30244, -0.19102)  -0.61
C (-7.64959, -3.55102, 1.34569)  -0.95
H (-4.98961, -4.08179, -0.79621)  0.36
H (-5.78605, -2.53258, -0.45908)  0.15
H (-4.91254, -3.39059, 0.83773)  0.34
H (-7.95187, -2.57247, 0.97722)  0.29
H (-7.08735, -3.42523, 2.26956)  0.27
H (-8.54200, -4.13877, 1.55249)  0.30
C (-7.70643, -0.62665, 3.24337)  0.65
O (-6.54322, -0.95521, 2.89262)  -0.76
O (-7.72621, 0.51915, 4.07277)  -0.52
O (-8.79901, -1.13691, 2.97852)  -0.62
H (-6.76985, 0.65990, 4.08431)  0.28
Br (3.55537, 3.84730, 3.12314)  -0.48
C (1.92190, 7.01541, 5.93786)  0.37
Cl (0.81768, 8.38115, 6.09329)  -0.08
Cl (0.96869, 5.50066, 6.19559)  -0.06
Cl (2.64339, 7.02177, 4.34773)  -0.03
Cl (3.17215, 7.11149, 7.17071)  -0.07
C (6.66958, -1.60228, -2.84765)  -0.70
C (7.20502, -1.88344, -4.04513)  0.99
C (8.28210, -3.00253, -4.04686)  0.77
O (8.83585, -3.39456, -5.14325)  -0.92
C (8.65218, -3.54293, -2.83369)  -0.71
C (8.11164, -3.25952, -1.55913)  0.41
C (6.97753, -2.22732, -1.56877)  0.45
O (6.34562, -1.91311, -0.59155)  -0.56
O (8.44896, -3.74853, -0.49890)  -0.55
O (6.92845, -1.31294, -5.20536)  -0.92
H (5.90476, -0.83898, -2.77273)  0.48
H (9.45078, -4.27182, -2.90397)  0.41
Be (1.44350, 3.74609, 4.50603)  0.09
O (8.64999, -8.36182, -0.41250)  -0.44
S (8.29656, -6.95199, -0.28699)  1.39
O (7.38320, -6.55987, -1.35868)  -0.43
O (9.54553, -6.16969, -0.44184)  -0.33
O (7.71131, -6.69890, 1.02321)  -0.44
C (-11.92148, -1.37505, 3.92843)  0.08
Br (-12.63204, -0.61128, 2.31391)  -0.05
Br (-11.97916, -0.12392, 5.38937)  -0.04
Br (-12.79822, -3.03476, 4.37724)  -0.04
H (-10.87363, -1.59548, 3.73466)  0.05
Mg (8.46855, -1.41579, -6.19677)  1.11

Cartesian forces (eV/Å) of the 2 atoms listed first:
-0.277 -0.302 -0.067
0.798 0.372 1.251

Values from the calculation:
- molar mass (g mol⁻¹) = 1389.2
- DFT total energy (a.u.) = -17000.30707
- gap between HOMO and LUMO (eV) = 1.3564
- LUMO energy (eV) = -5.27
- maximum force (eV/A) = 2.92


Entry from OMol25: a structure of composition C6H6FeO5S (ωB97M-V/def2-TZVPD).

Each line ends with the Löwdin spin population.
Geometry (Å):
O (0.45428, -2.58832, -2.34232)  0.01
C (0.38216, -1.52295, -1.92026)  0.05
Fe (1.23004, 0.30283, -0.57850)  3.94
O (-3.22956, 0.59538, -4.31110)  0.00
C (-2.09207, 0.51406, -4.31147)  0.00
C (2.34841, 0.30698, -2.41956)  0.05
O (2.52076, 0.37840, -3.55927)  0.02
C (0.20381, 1.93523, -1.78738)  0.04
O (0.34243, 2.96522, -2.30604)  0.01
C (-0.74482, 0.98064, 2.21850)  0.04
S (0.73136, 0.01984, 2.53869)  0.27
C (-0.01851, -1.61019, 2.72651)  0.08
O (1.41381, -0.11255, 1.16861)  0.46
H (-0.98166, 1.50253, 3.15156)  0.00
H (-1.58086, 0.33659, 1.90638)  0.01
H (-0.54074, 1.75215, 1.46635)  0.00
H (-1.06626, -1.57614, 2.39911)  0.01
H (0.56210, -2.34704, 2.15961)  0.00
H (0.06531, -1.83266, 3.80058)  0.00

Cartesian forces (eV/Å) of the 2 atoms listed first:
-0.539 4.291 1.426
0.462 -4.357 -0.890

Values from the calculation:
- molar mass (g mol⁻¹) = 246.0
- DFT total energy (a.u.) = -2268.93923
- charge = +3
- gap between HOMO and LUMO (alpha / beta) (eV) = 8.5034 / 3.5269
- LUMO energy (alpha / beta) (eV) = -12.85 / -17.82
- spin multiplicity = 6
- maximum force (eV/A) = 6.01


Entry from OMol25: a structure of composition C3H5KLiO3 (ωB97M-V/def2-TZVPD).

Each line ends with the Löwdin spin population.
Geometry (Å):
H (-1.49234, 2.19695, 1.19936)  0.00
O (1.47351, 0.03869, 0.36523)  0.60
C (0.74492, -0.99193, -0.12311)  0.13
C (-0.57181, -0.65785, -0.79295)  0.01
O (-1.61225, -0.50249, 0.19699)  0.03
C (-1.99225, 0.61892, 0.72613)  0.09
O (-1.22017, 1.64065, 0.39276)  0.02
Li (3.03001, -0.29425, 1.60260)  0.00
K (0.97961, 2.52476, -0.48018)  0.00
H (0.64222, -1.79976, 0.63244)  0.03
H (1.42653, -1.48058, -0.87419)  0.09
H (-0.89164, -1.51240, -1.39640)  0.00
H (-0.51635, 0.21929, -1.44868)  0.00

Cartesian forces (eV/Å) of the 2 atoms listed first:
0.394 -0.033 -1.830
0.619 -0.042 0.470

Values from the calculation:
- molar mass (g mol⁻¹) = 135.1
- DFT total energy (a.u.) = -949.81043
- charge = +2
- gap between HOMO and LUMO (alpha / beta) (eV) = 8.7818 / 4.3483
- LUMO energy (alpha / beta) (eV) = -7.98 / -11.76
- spin multiplicity = 2
- maximum force (eV/A) = 2.59


Entry from OMol25: a structure of composition C4H7NO (ωB97M-V/def2-TZVPD).

Each line ends with the Mulliken charge.
Geometry (Å):
C (1.42900, -0.63058, 0.07184)  -1.55
C (0.05803, 0.00469, 0.05478)  1.20
C (-0.12136, 1.41381, 0.52507)  -0.86
N (-0.26854, 0.81025, -1.11311)  -0.55
C (-1.08400, -0.91081, 0.39917)  -0.06
O (-2.20102, -0.78485, -0.05167)  -0.50
H (1.47650, -1.50314, -0.58941)  0.35
H (2.17183, 0.10182, -0.25218)  0.36
H (1.68370, -0.94262, 1.09065)  0.35
H (-1.17192, 1.56431, 0.81540)  0.25
H (0.14512, 1.81998, -0.77658)  0.36
H (-1.27191, 0.77026, -1.29930)  0.32
H (-0.84543, -1.71313, 1.12531)  0.34

Cartesian forces (eV/Å) of the 2 atoms listed first:
0.024 -0.004 0.015
0.019 -0.092 -0.001

Values from the calculation:
- molar mass (g mol⁻¹) = 85.1
- DFT total energy (a.u.) = -286.45833
- gap between HOMO and LUMO (eV) = 9.7451
- LUMO energy (eV) = 0.77
- maximum force (eV/A) = 0.53